# 1
Entry from the Open Molecules 2025 dataset: one molecule with the formula C6H10O (ωB97M-V/def2-TZVPD).

Structure (XYZ):
```
17
Properties=species:S:1:pos:R:3
C -1.9965 0.0895 0.2650
C -0.6088 -0.3127 0.7869
O -0.0247 -1.6627 0.9444
C 1.2074 -1.1668 0.3076
C 0.7621 -1.0597 -1.0985
C 0.5351 0.0816 -0.1026
C 0.9492 1.5114 -0.1944
H -1.9912 1.1971 0.2715
H -2.2019 -0.2045 -0.7700
H -2.8389 -0.2075 0.8951
H -0.4926 0.1158 1.7869
H 2.2304 -1.2807 0.6666
H 1.4269 -0.9786 -1.9525
H -0.0476 -1.7755 -1.1712
H 0.2320 2.0288 -0.8385
H 0.9038 1.9798 0.7995
H 1.9555 1.6446 -0.5959
```

Summary:
Energy relative to the best compared isomer or geometry (same formula, charge and spin) in kJ/mol: 215.4
HOMO level in eV: -9.33
DFT total energy in hartree: -309.76033
Orbital gap in eV: 10.4
SMILES string: C[C@H]1O[C@H]2C[C@]21C

=====

# 2
Entry from the Open Molecules 2025 dataset: one molecule with the formula C5H6N2 (ωB97M-V/def2-TZVPD).

Structure (XYZ):
```
13
Properties=species:S:1:pos:R:3
C 1.4570 -0.7541 -0.0023
C 0.8582 -1.2956 1.2541
C -0.1060 1.0173 0.8726
N -1.2668 1.5406 0.6102
C -1.6712 0.9593 -0.5682
C -0.7489 0.0683 -1.0156
N 0.2825 0.1091 -0.0931
H 1.5218 -1.3789 -0.8943
H 2.3597 -0.1535 0.1040
H 0.1107 -2.0436 0.9295
H 0.5141 1.2298 1.7357
H -2.6070 1.2440 -1.0292
H -0.7041 -0.5429 -1.9032
```

Summary:
Energy relative to the best compared isomer or geometry (same formula, charge and spin) in kJ/mol: 418.6
HOMO level in eV: -8.80
DFT total energy in hartree: -303.47662
Orbital gap in eV: 8.7

=====

# 3
Entry from the Open Molecules 2025 dataset: a 6-piece molecular cluster, C21H35NO15 overall (ωB97M-V/def2-TZVPD).

Structure (XYZ):
```
72
Properties=species:S:1:pos:R:3
C -1.0410 -0.8299 16.8461
C -1.4125 -1.1690 15.3914
N -2.5344 -0.4565 14.7596
C -2.7541 -1.1040 13.4373
C -3.5073 -2.4590 13.4939
C -1.9609 0.9009 14.2913
C -3.0088 1.9510 13.9927
H -1.9739 -0.8031 17.4256
H -0.4382 0.0326 16.9703
H -0.5136 -1.6880 17.2136
H -0.4406 -1.1720 14.7433
H -1.7253 -2.2352 15.3220
H -3.2292 -0.3453 12.8238
H -1.7607 -1.3013 13.0498
H -4.4741 -2.3760 14.0058
H -3.7393 -2.8350 12.4648
H -2.9668 -3.3017 13.9256
H -1.3041 0.6941 13.4711
H -1.3181 1.2754 15.0915
H -3.5473 2.1529 14.9155
H -3.7321 1.7062 13.2176
H -2.6312 2.9223 13.7525
O -0.2331 -2.4846 21.2792
C -0.2158 -1.3610 21.5526
O 0.2137 -0.7872 22.6815
C -0.0032 0.6234 22.5901
C -0.5067 0.8422 21.1743
O -0.4903 -0.4457 20.6242
H -0.7274 0.8812 23.4194
H 0.9977 1.0869 22.7978
H 0.2402 1.4209 20.6174
H -1.5465 1.1889 21.0846
O -5.5348 -3.4852 17.6777
C -6.0166 -4.3048 18.3842
O -6.8002 -4.0376 19.4796
C -6.9453 -5.2700 20.2271
C -6.3975 -6.3563 19.2674
O -5.8214 -5.5768 18.1902
H -6.3542 -5.1483 21.1439
H -7.9910 -5.4192 20.5193
H -7.1934 -7.0165 18.9526
H -5.5708 -6.9785 19.7228
O -7.6371 0.6370 17.9914
C -6.7579 0.2453 17.2736
O -5.6984 -0.5213 17.6557
C -4.7158 -0.4750 16.6333
C -5.5991 -0.3486 15.4134
O -6.7162 0.4715 15.9356
H -4.0651 0.3687 16.8678
H -4.0845 -1.3374 16.6429
H -6.0904 -1.3006 15.0611
H -5.0666 0.0783 14.6201
O -3.6659 -0.5510 20.2592
C -4.8257 -0.5187 20.4648
O -5.5064 0.6488 20.5697
C -6.8792 0.4133 20.9416
C -7.0396 -1.1087 20.8774
O -5.6675 -1.6060 20.7497
H -7.1677 0.8199 21.9501
H -7.4552 0.8665 20.1784
H -7.6788 -1.4726 20.0384
H -7.3607 -1.5039 21.8290
O -2.7919 -6.7730 19.3733
C -2.8340 -5.5945 19.5740
O -3.6429 -5.0418 20.4769
C -3.3287 -3.6261 20.5523
C -2.5235 -3.3438 19.2975
O -2.2387 -4.6559 18.8349
H -4.2670 -3.0803 20.4731
H -2.7556 -3.3608 21.4329
H -1.6403 -2.7759 19.4828
H -3.0505 -2.7925 18.5442
```

Summary:
HOMO level in eV: -9.44
DFT total energy in hartree: -2004.54831
Orbital gap in eV: 10.0
SMILES string: CCN(CC)CC.O=C1OCCO1.O=C1OCCO1.O=C1OCCO1.O=C1OCCO1.O=C1OCCO1

=====

# 4
Entry from the Open Molecules 2025 dataset: C25H30Br2N7O5PS2Sr as an isolated structure (ωB97M-V/def2-TZVPD).

Structure (XYZ):
```
73
Properties=species:S:1:pos:R:3
Sr -1.0169 0.1755 0.4765
Br 2.3399 2.6259 3.3764
C 0.4477 2.7359 3.4211
C -0.1271 3.8935 3.9470
C -1.4782 4.0487 3.9549
Br -2.2127 5.6354 4.7253
C -2.3282 3.0528 3.4152
C -3.7260 3.2025 3.2822
C -4.4739 2.2290 2.7027
C -3.8422 1.0472 2.2702
N -2.5557 0.8555 2.4211
C -1.7661 1.8542 2.9271
C -0.2838 1.6671 2.9025
O 0.2741 0.6189 2.4424
H 0.5142 4.6719 4.3381
H -4.1857 4.1231 3.6180
H -5.5370 2.3545 2.5488
H -4.4113 0.2467 1.8140
O -2.4477 3.1219 -2.1310
S -2.2885 2.0459 -1.1710
O -1.3947 0.9545 -1.7535
O -3.5379 1.3711 -0.7525
O -1.6003 2.5028 0.1009
N -1.8335 -3.2903 3.6861
C -1.1266 -2.2105 3.3369
N -1.1481 -2.0749 2.0324
C -1.8818 -3.1405 1.6256
N -2.3316 -3.9093 2.5936
C -2.1074 -3.3919 0.1964
C -2.6030 -4.6105 -0.2803
N -2.7753 -4.8299 -1.5695
C -2.4562 -3.8233 -2.3908
C -2.0179 -2.5997 -1.9232
N -1.8503 -2.3800 -0.6199
H -1.8826 -3.7428 4.5816
H -0.6026 -1.5679 4.0236
H -2.8328 -5.4058 0.4160
H -2.5647 -3.9984 -3.4548
H -1.8326 -1.7595 -2.5820
C 3.3095 -0.8062 0.2360
C 3.3285 0.1711 -0.9468
C 4.3854 -0.2737 -1.9592
P 1.5678 0.4682 -1.4967
C 1.6404 2.1848 -2.1986
C 1.4839 3.1682 -1.0354
C 2.8724 2.5705 -3.0180
C 1.1752 -0.6363 -2.9350
C 1.3304 -2.1018 -2.5239
C 1.8020 -0.3811 -4.3038
H 4.2986 -0.8679 0.7000
H 3.0263 -1.8127 -0.0796
H 2.5963 -0.4926 1.0003
H 3.6248 1.1466 -0.5424
H 4.2046 -1.2978 -2.2879
H 5.3737 -0.2579 -1.4884
H 4.4322 0.3622 -2.8407
H 0.7401 2.2542 -2.8176
H 2.2147 2.9705 -0.2441
H 0.4875 3.1160 -0.5918
H 1.6475 4.1908 -1.3888
H 3.7570 2.6377 -2.3800
H 2.7166 3.5622 -3.4537
H 3.0948 1.8842 -3.8327
H 0.1036 -0.4202 -3.0273
H 2.3782 -2.4090 -2.5229
H 0.8006 -2.7514 -3.2265
H 0.9357 -2.3133 -1.5271
H 2.8895 -0.4636 -4.2877
H 1.5337 0.6007 -4.6934
H 1.4282 -1.1248 -5.0153
S 0.7599 -4.7797 0.5753
C 0.7700 -5.0902 2.2306
N 0.7753 -5.3069 3.3750
```

Summary:
HOMO level in eV: -2.63
DFT total energy in hartree: -8046.91902
Orbital gap in eV: 6.5
Total charge: -2

=====

# 5
Entry from the Open Molecules 2025 dataset: a 4-piece molecular cluster, C13H34N3O6 overall (ωB97M-V/def2-TZVPD).

Structure (XYZ):
```
56
Properties=species:S:1:pos:R:3
O 0.6470 -0.3886 0.1155
C 0.3034 0.8981 0.6012
O 0.9242 1.8361 0.0243
O -0.5369 0.9813 1.5023
H 1.3288 -0.1159 -0.5171
C 5.6708 0.0271 -0.1336
C 5.1683 1.3074 -0.8073
C 4.6086 1.0537 -2.1949
O 3.3472 0.4272 -2.0917
C 2.6588 0.4235 -3.3151
N 4.1365 2.0087 0.0020
H 4.9320 -0.7610 -0.2826
H 5.8260 0.2185 0.9286
H 6.6289 -0.2873 -0.5552
H 6.0198 1.9898 -0.9112
H 5.2497 0.4517 -2.8552
H 4.5151 2.0436 -2.6705
H 1.6731 -0.0019 -3.1214
H 3.1600 -0.2129 -4.0553
H 2.5150 1.4404 -3.6911
H 3.2070 1.7605 -0.3541
H 4.1216 1.5101 0.8893
C -2.6584 1.1517 -1.3193
C -2.6857 2.6768 -1.3108
C -4.0666 3.1382 -1.7514
O -4.1204 4.5435 -1.7680
C -5.4041 5.0510 -1.9314
N -2.3531 3.2106 0.0248
H -3.1569 0.8106 -2.2385
H -3.2950 0.8078 -0.5011
H -1.6637 0.7216 -1.3018
H -1.9820 3.0402 -2.0675
H -4.8257 2.7497 -1.0484
H -4.3362 2.7144 -2.7341
H -5.7151 5.0719 -2.9940
H -5.4336 6.0907 -1.6123
H -6.1443 4.4105 -1.4368
H -2.9850 4.0022 0.1640
H -2.7432 2.5480 0.6975
C 0.4452 -4.4702 1.0728
C -0.4009 -3.6851 2.0735
C -0.6075 -4.4255 3.3634
O -1.6012 -3.7625 4.1688
C -2.7115 -4.5586 4.4501
N 0.1777 -2.3747 2.3668
H -0.0588 -5.4092 0.7833
H 1.4282 -4.7869 1.4339
H 0.5927 -3.9082 0.1515
H -1.3594 -3.4784 1.5910
H 0.2831 -4.4778 4.0036
H -0.9206 -5.4748 3.2750
H -3.1764 -5.0015 3.5568
H -3.5086 -3.9293 4.8575
H -2.4590 -5.3248 5.1948
H 1.1060 -2.4739 2.7597
H 0.2349 -1.8084 1.5196
```

Summary:
HOMO level in eV: -4.37
DFT total energy in hartree: -1131.43057
Orbital gap in eV: 7.3
Total charge: -1

=====

# 6
Entry from the Open Molecules 2025 dataset: a 7-piece molecular cluster, C35H51N9O3S2 overall (ωB97M-V/def2-TZVPD).

Structure (XYZ):
```
100
Properties=species:S:1:pos:R:3
C 5.5982 -6.1295 3.6855
N 5.3130 -4.9683 2.8584
C 5.7540 -5.0636 1.4916
N 4.6764 -5.1908 0.5149
C 3.7685 -6.2796 0.8245
C 2.5635 -6.4675 -0.1143
C 1.2615 -6.5907 0.6627
S -0.2949 -6.4302 -0.2727
C -1.1477 -5.0260 0.3870
S -0.6415 -3.5225 0.1990
N -2.3074 -5.3595 1.0669
C -3.4890 -4.5632 0.6699
C -3.8461 -3.5543 1.7133
O -4.2064 -4.1751 2.9199
C -3.4671 -5.3558 3.1414
C -2.1230 -5.3076 2.5101
C 4.0781 -3.9761 0.3533
O 3.1251 -3.5673 0.9148
O 4.7125 -3.2671 -0.6035
H 5.5370 -7.0036 3.0785
H 6.5921 -6.0981 4.1001
H 4.8796 -6.2494 4.4701
H 5.6460 -4.1266 3.2855
H 6.4614 -5.8537 1.3596
H 6.2810 -4.1635 1.2445
H 4.3729 -7.1578 0.7331
H 3.4203 -6.2633 1.8439
H 2.7024 -7.4202 -0.5760
H 2.5097 -5.7544 -0.9113
H 1.2438 -7.5711 1.0821
H 1.2423 -5.9189 1.4899
H -3.3455 -4.1086 -0.2814
H -4.3146 -5.2490 0.5894
H -4.6658 -2.9523 1.3866
H -3.0110 -2.8960 1.8542
H -3.3835 -5.5136 4.1966
H -4.0259 -6.1815 2.7390
H -1.6084 -4.4108 2.8230
H -1.5795 -6.1629 2.8616
H 5.0780 -2.4611 -0.2321
C 0.7523 1.0034 -2.5001
C -0.1137 1.3600 -1.4319
C 0.0057 0.3848 -0.4817
N 0.9051 -0.5435 -0.9326
C 1.3655 -0.1772 -2.1626
H 0.9110 1.5581 -3.4103
H -0.7481 2.2279 -1.3686
H -0.4739 0.2728 0.4754
H 1.1795 -1.3760 -0.4334
H 2.0826 -0.7801 -2.6893
C -0.9719 2.3280 4.7970
C 0.0020 3.2809 4.3822
C 0.7810 2.6783 3.4350
N 0.3180 1.4027 3.2619
C -0.7504 1.1807 4.0845
H -1.7467 2.4680 5.5325
H 0.1138 4.2914 4.7373
H 1.6188 3.0460 2.8695
H 0.7046 0.7325 2.6248
H -1.2592 0.2328 4.0914
C 0.3216 6.0906 -4.3494
C 0.6484 6.1217 -5.7345
C 0.6650 4.8275 -6.1755
N 0.3620 4.0194 -5.1139
C 0.1474 4.7785 -3.9990
H 0.2273 6.9370 -3.6888
H 0.8472 6.9932 -6.3334
H 0.8629 4.4134 -7.1483
H 0.3034 3.0193 -5.1502
H -0.1068 4.3235 -3.0569
C -4.1158 6.8510 -1.0351
C -2.8668 6.7392 -0.3657
C -1.9063 6.5612 -1.3258
N -2.5254 6.5588 -2.5447
C -3.8693 6.7377 -2.3771
H -5.0811 6.9985 -0.5826
H -2.6959 6.7857 0.6964
H -0.8400 6.4373 -1.2452
H -2.0587 6.4415 -3.4273
H -4.5330 6.7686 -3.2230
C -2.6826 7.7648 5.5132
C -2.2530 7.7198 4.1577
C -2.2111 6.4032 3.7875
N -2.5953 5.6533 4.8636
C -2.8868 6.4739 5.9180
H -2.8249 8.6435 6.1182
H -2.0046 8.5577 3.5292
H -1.9421 5.9360 2.8563
H -2.6507 4.6519 4.8740
H -3.2122 6.0711 6.8609
C -0.8477 -1.1660 -7.3725
C 0.0206 -0.1524 -7.8622
C 0.4868 0.5367 -6.7761
N -0.0674 -0.0149 -5.6535
C -0.8796 -1.0533 -6.0080
H -1.3868 -1.8922 -7.9558
H 0.2720 0.0454 -8.8898
H 1.1657 1.3706 -6.7063
H 0.0958 0.3013 -4.7125
H -1.4083 -1.6206 -5.2626
```

Summary:
Energy relative to the best compared isomer or geometry (same formula, charge and spin) in kJ/mol: 22.6
HOMO level in eV: -8.04
DFT total energy in hartree: -2879.02480
Orbital gap in eV: 7.3
SMILES string: CNCN(CCCSC(=S)N1CCOCC1)C(=O)O.c1cc[nH]c1.c1cc[nH]c1.c1cc[nH]c1.c1cc[nH]c1.c1cc[nH]c1.c1cc[nH]c1

=====

# 7
Entry from the Open Molecules 2025 dataset: C32H25BrN4O3SSr as an isolated structure (ωB97M-V/def2-TZVPD).

Structure (XYZ):
```
67
Properties=species:S:1:pos:R:3
Sr 0.9968 0.1052 0.1956
C 2.7635 0.2592 5.8181
C 1.7385 1.1960 5.7451
C 0.8101 1.1435 4.7134
C 0.8778 0.1435 3.7371
C 1.9013 -0.8033 3.8245
C 2.8349 -0.7358 4.8490
N 0.0300 0.1185 2.6148
C -1.2701 0.2382 2.7353
C -1.9877 0.1128 4.0006
C -3.3282 0.2615 4.0821
C -4.1313 0.5469 2.9317
C -3.5269 0.6184 1.7200
C -2.1232 0.4455 1.5690
N -1.5199 0.4816 0.3396
N -2.2552 0.6688 -0.6752
C -1.5735 0.6102 -1.9253
C -2.3682 0.8169 -3.0526
C -1.7936 0.7331 -4.3030
C -0.4402 0.4347 -4.4153
C 0.2766 0.2472 -3.2500
N -0.2699 0.3429 -2.0350
H 3.5016 0.3122 6.6099
H 1.6596 1.9769 6.4940
H 0.0422 1.9038 4.6305
H 1.9571 -1.5737 3.0633
H 3.6340 -1.4673 4.8803
H -1.4122 -0.1255 4.8836
H -3.8128 0.1534 5.0478
H -5.2009 0.6838 3.0316
H -4.0972 0.8089 0.8215
H -3.4159 1.0449 -2.9102
H -2.3960 0.8977 -5.1894
H 0.0451 0.3417 -5.3770
H 1.3330 -0.0005 -3.2588
O 2.5507 -0.9369 -1.3379
C 2.9961 -1.4046 -0.2450
O 3.1504 -0.6966 0.7982
C 3.2136 -2.8839 -0.1077
C 4.4702 -3.4448 -0.2726
C 4.6787 -4.8044 -0.0692
C 3.5964 -5.5917 0.3109
C 2.3338 -5.0338 0.4635
C 2.0903 -3.6646 0.2574
S 0.4770 -2.9696 0.4417
H 5.2974 -2.8069 -0.5675
H 5.6643 -5.2371 -0.1964
H 3.7389 -6.6511 0.5004
H 1.4947 -5.6541 0.7584
C 2.8495 2.7649 -1.2438
C 2.2991 3.0211 0.1339
O 1.3475 2.3429 0.5243
C 3.2196 3.6058 1.1758
C 4.3384 4.3630 0.8498
C 5.1503 4.8751 1.8496
C 4.8540 4.6263 3.1864
C 3.7479 3.8541 3.5132
C 2.9359 3.3463 2.5090
H 2.0216 2.5369 -1.9124
H 3.4923 1.8787 -1.1654
H 3.4076 3.6033 -1.6457
H 4.5590 4.5824 -0.1857
H 6.0109 5.4786 1.5862
H 5.4870 5.0313 3.9675
H 3.5100 3.6419 4.5485
H 2.0784 2.7311 2.7470
Br 1.2477 5.4682 -0.5180
```

Summary:
Energy relative to the best compared isomer or geometry (same formula, charge and spin) in kJ/mol: 2.1
HOMO level in eV: -1.60
DFT total energy in hartree: -4682.30974
Orbital gap in eV: 5.6
Total charge: -2

=====

# 8
Entry from the Open Molecules 2025 dataset: a 2-piece molecular cluster, C3H4NOP overall (ωB97M-V/def2-TZVPD).

Structure (XYZ):
```
10
Properties=species:S:1:pos:R:3
C -1.8237 -0.0682 -0.5021
C -1.1356 1.0120 -0.2347
O -1.2896 2.3553 -0.2756
P 0.3045 1.9401 0.1934
H -1.3971 -1.0430 -0.3646
H -2.8391 -0.0093 -0.8568
H 0.0566 1.9212 1.5853
C 3.8999 -0.1607 -0.2476
N 3.8978 0.9763 -0.2229
H 3.8915 -1.2164 -0.2542
```

Summary:
Energy relative to the best compared isomer or geometry (same formula, charge and spin) in kJ/mol: 181.4
HOMO level in eV: -9.45
DFT total energy in hartree: -587.95729
Orbital gap in eV: 10.0
SMILES string: C=C1OP1.C#N

=====

# 9
Entry from the Open Molecules 2025 dataset: C4H10N4 as an isolated structure (ωB97M-V/def2-TZVPD).

Structure (XYZ):
```
18
Properties=species:S:1:pos:R:3
C -0.1561 1.6960 0.0491
C -0.0949 0.2395 -0.1339
C 1.1627 -0.3310 -0.0547
C -1.3623 -0.5088 -0.0177
H 0.9532 2.3347 0.2642
H -1.0387 1.8354 1.0485
H -0.5704 2.3297 -0.9584
H 1.3549 -1.5145 -0.0019
H 4.1014 0.1098 0.3022
H 3.2446 -1.5816 0.4555
H -0.7995 -2.4178 0.2740
H -2.5113 -2.0653 -0.0834
H -3.2400 0.4563 0.7340
H -2.5203 1.1038 -1.2072
N 2.3988 0.3135 -0.2801
N 3.3102 -0.6189 -0.1114
N -1.6495 -1.7787 -0.1747
N -2.5828 0.3980 -0.1041
```

Summary:
Energy relative to the best compared isomer or geometry (same formula, charge and spin) in kJ/mol: 804.7
HOMO level in eV: -6.30
DFT total energy in hartree: -377.14033
Orbital gap in eV: 6.7

=====

# 10
Entry from the Open Molecules 2025 dataset: a 5-piece molecular cluster, C3H15NO4 overall (ωB97M-V/def2-TZVPD).

Structure (XYZ):
```
23
Properties=species:S:1:pos:R:3
C -3.4183 0.5775 2.2775
C -1.9509 0.7526 2.4873
C -1.0789 0.7843 1.5030
N 0.3666 0.9787 1.7533
H -3.9800 1.4828 2.1189
H -3.6541 -0.0908 1.4721
H -3.9418 0.1256 3.1167
H -1.6054 0.8475 3.5041
H -1.1808 0.5541 0.4485
H 0.5347 1.9595 1.9465
H 0.6782 0.4478 2.5567
O 3.4935 2.0819 -1.6802
H 4.0445 2.6139 -1.0902
H 3.1377 1.4074 -1.0773
O 1.7044 -3.2520 -0.9350
H 2.3653 -2.7098 -1.3636
H 0.9274 -3.3809 -1.4786
O 1.6672 -0.0481 -0.8144
H 1.1442 0.1987 -0.0376
H 1.2259 0.1988 -1.6352
O -0.2463 -1.9661 -3.9853
H -0.6525 -2.2352 -4.8155
H 0.4194 -1.3279 -4.2715
```

Summary:
Energy relative to the best compared isomer or geometry (same formula, charge and spin) in kJ/mol: 143.6
HOMO level in eV: -9.68
DFT total energy in hartree: -478.97410
Orbital gap in eV: 10.2
SMILES string: C/C=C/N.O.O.O.O